{
  "formula": "C8H11NO",
  "method": "ωB97M-V with the def2-TZVPD basis set",
  "homo_ha": -0.371,
  "e_above_lowest_kcal_mol": 102.2,
  "fmax_ha_per_bohr": 0.091,
  "gap_ev": 10.8,
  "lumo_ev": 0.73,
  "symbols": ["O", "N", "C", "C", "C", "C", "C", "C", "C", "C", "H", "H", "H", "H", "H", "H", "H", "H", "H", "H", "H"],
  "coordinates": [[2.984, 0.101, -1.044], [2.984, -0.456, 1.096], [-2.628, 0.522, 0.124], [-0.368, -1.628, -0.445], [-1.135, 0.391, 0.164], [2.209, 0.070, 0.255], [-0.310, -0.769, 0.830], [-0.211, -0.190, -0.962], [-0.093, 1.454, 0.561], [0.741, 0.204, 0.224], [0.005, 2.315, -0.118], [-0.086, 1.774, 1.613], [0.474, -2.313, -0.620], [-1.325, -2.124, -0.662], [-3.021, 0.759, 1.124], [2.387, 0.480, -1.699], [-0.129, 0.189, -1.990], [-0.354, -1.070, 1.885], [-2.930, 1.326, -0.562], [-3.096, -0.414, -0.214], [3.902, -0.619, 0.441]]
}

=====

{
  "formula": "C8H11NO",
  "method": "ωB97M-V with the def2-TZVPD basis set",
  "smiles": "c1ccccc1.CC(N)=O",
  "homo_ha": -0.327,
  "e_above_lowest_kcal_mol": 90.2,
  "fmax_ha_per_bohr": 0.167,
  "gap_ev": 9.5,
  "lumo_ev": 0.63,
  "symbols": ["O", "N", "C", "C", "C", "C", "C", "C", "C", "C", "H", "H", "H", "H", "H", "H", "H", "H", "H", "H", "H"],
  "coordinates": [[-1.517, -1.288, 0.834], [0.123, -1.624, 2.317], [1.266, 0.805, -1.518], [-0.338, -1.580, 1.033], [-0.988, 0.408, -0.588], [0.674, -2.078, -0.016], [-0.998, 1.724, -0.173], [1.255, 2.089, -0.961], [0.176, 2.499, -0.276], [0.150, -0.039, -1.278], [1.232, -1.367, -0.544], [-1.814, -0.292, -0.522], [0.017, 3.548, 0.004], [1.218, -1.283, 2.630], [1.265, -2.771, 0.644], [2.109, 2.757, -1.118], [-0.005, -2.851, -0.562], [-1.867, 2.177, 0.198], [2.121, 0.504, -2.083], [0.128, -1.084, -1.682], [-0.319, -0.637, 2.809]]
}

=====

{
  "formula": "C8H11NO2",
  "method": "ωB97M-V with the def2-TZVPD basis set",
  "smiles": "CCn1ccc(=O)c(O)c1C",
  "homo_ha": -0.296,
  "e_above_lowest_kcal_mol": 61.1,
  "fmax_ha_per_bohr": 0.076,
  "gap_ev": 8.8,
  "lumo_ev": 0.72,
  "symbols": ["O", "O", "N", "C", "C", "C", "C", "C", "C", "C", "C", "H", "H", "H", "H", "H", "H", "H", "H", "H", "H", "H"],
  "coordinates": [[2.579, 1.603, 0.430], [3.653, -0.922, -0.146], [-0.300, -0.341, -0.616], [0.237, -1.606, -0.457], [-2.379, -0.576, 0.901], [0.514, 0.725, -0.277], [1.774, 0.542, 0.217], [2.447, -0.836, 0.076], [1.511, -2.011, -0.046], [-1.740, -0.259, -0.482], [-0.051, 2.126, -0.401], [-3.398, -0.161, 0.929], [3.552, 1.236, 0.446], [-2.222, 0.750, -0.640], [-0.835, 2.215, -1.287], [-2.218, -1.619, 1.331], [-2.240, -0.778, -1.353], [-1.840, 0.001, 1.700], [-0.724, -2.304, -0.351], [1.756, -3.107, 0.133], [0.638, 3.032, -0.571], [-0.712, 2.289, 0.463]]
}

=====

{
  "formula": "C8H11NS",
  "method": "ωB97M-V with the def2-TZVPD basis set",
  "homo_ha": -0.295,
  "e_above_lowest_kcal_mol": 77.8,
  "fmax_ha_per_bohr": 0.143,
  "gap_ev": 8.9,
  "lumo_ev": 0.81,
  "symbols": ["S", "N", "C", "C", "C", "C", "C", "C", "C", "C", "H", "H", "H", "H", "H", "H", "H", "H", "H", "H", "H"],
  "coordinates": [[1.120, -1.471, 2.228], [0.165, -1.072, -1.716], [-0.652, 1.986, 0.178], [1.875, 0.185, 1.815], [-1.350, -2.132, 1.353], [-0.279, -1.405, 1.188], [-0.436, 0.886, -0.791], [-0.092, -0.454, -0.601], [-0.044, -0.166, -2.738], [-0.353, 1.047, -2.231], [1.854, -0.014, 0.808], [0.294, 2.553, 0.394], [1.155, 0.939, 2.224], [-1.798, -2.505, 2.278], [-1.306, 2.709, -0.170], [0.282, -2.134, -1.862], [-0.393, 1.973, -2.619], [2.709, 0.186, 2.445], [-1.950, -2.198, 0.395], [-1.078, 1.665, 1.130], [0.278, -0.580, -3.708]]
}